Record 1
{
  "formula": "H2NO3S2",
  "method": "wB97M-V/def2-TZVPD",
  "symbols": ["N", "O", "O", "O", "S", "S", "H", "H"],
  "coordinates": [[0.19789, -0.16250, -1.80833], [-0.07031, 1.43212, 0.30188], [-1.20996, -0.78984, 0.52892], [1.25355, -0.66330, 0.35288], [0.26002, 0.04778, 2.83303], [0.01515, 0.01869, 0.66420], [0.23096, 0.74265, -1.53749], [-0.67730, -0.62560, -1.33510]],
  "fmax_ev_per_a": 5.958,
  "energy_ha": -1077.98630,
  "homo_energy_ev": [-5.00, -5.38],
  "charge": -1,
  "homo_lumo_gap_ev": [6.89, 8.80],
  "relative_energy_kj_mol": 327.78
}

---

Record 2
{
  "formula": "H2NO4P",
  "method": "wB97M-V/def2-TZVPD",
  "symbols": ["N", "O", "O", "O", "O", "P", "H", "H"],
  "coordinates": [[0.18905, 0.98265, 0.95503], [-0.91895, 1.04960, 1.42830], [1.26771, 1.23949, 1.40962], [-1.14268, 0.07949, -1.36772], [0.71123, -1.70465, -0.24339], [0.32225, 0.38706, -0.86640], [-1.96286, -0.10589, -0.85138], [1.53425, -1.92774, -0.46406]],
  "fmax_ev_per_a": 8.213,
  "energy_ha": -698.13798,
  "homo_energy_ev": -10.48,
  "homo_lumo_gap_ev": 9.41,
  "relative_energy_kj_mol": 365.98
}

---

Record 3
{
  "formula": "H2NOS2",
  "method": "wB97M-V/def2-TZVPD",
  "symbols": ["N", "O", "S", "S", "H", "H"],
  "coordinates": [[-1.20789, 1.63935, -0.26986], [-1.45713, 2.79704, -0.62516], [1.41528, -2.14241, 0.48738], [0.33070, 1.04272, -0.51273], [0.87046, -0.93130, 0.41981], [0.04858, -2.40540, 0.50056]],
  "fmax_ev_per_a": 1.811,
  "energy_ha": -927.53718,
  "homo_energy_ev": -3.23,
  "charge": -1,
  "homo_lumo_gap_ev": 6.80,
  "relative_energy_kj_mol": 128.90
}

---

Record 4
{
  "formula": "H2NOS2",
  "method": "wB97M-V/def2-TZVPD",
  "symbols": ["N", "O", "S", "S", "H", "H"],
  "coordinates": [[1.04601, -0.85953, -1.16260], [1.71049, -0.34220, -2.02707], [-1.50199, -1.13715, -1.30130], [0.99172, -0.36924, 0.64661], [-1.27393, -0.93667, -2.57850], [-0.23719, -0.80984, 0.89575]],
  "fmax_ev_per_a": 3.157,
  "energy_ha": -927.49556,
  "homo_energy_ev": [-2.73, -2.74],
  "charge": -1,
  "homo_lumo_gap_ev": [6.42, 6.42],
  "relative_energy_kj_mol": 238.18
}

---

Record 5
{
  "formula": "H2O2",
  "method": "wB97M-V/def2-TZVPD",
  "symbols": ["O", "O", "H", "H"],
  "coordinates": [[-0.17355, 0.61339, 0.46462], [0.30967, -0.40450, -0.30717], [-0.83448, 1.16569, -0.04316], [-0.46569, -1.15463, -0.31957]],
  "fmax_ev_per_a": 4.640,
  "smiles": "OO",
  "energy_ha": -151.55563,
  "homo_energy_ev": -10.60,
  "homo_lumo_gap_ev": 11.49,
  "relative_energy_kj_mol": 34.73
}

---

Record 6
{
  "formula": "H2O5P2",
  "method": "wB97M-V/def2-TZVPD",
  "symbols": ["O", "O", "O", "O", "O", "P", "P", "H", "H"],
  "coordinates": [[1.02477, 1.09712, -0.10281], [2.29232, 2.20707, -2.09114], [0.69820, 0.36488, -2.74629], [0.34546, -2.15459, 2.49764], [-1.70845, -1.54199, 1.26447], [-0.27615, -1.88917, 1.10470], [1.98105, 0.85232, -1.56897], [0.67939, 0.32657, 0.29876], [0.08862, -0.21303, -2.35863]],
  "fmax_ev_per_a": 3.319,
  "energy_ha": -1060.24296,
  "homo_energy_ev": -0.31,
  "charge": -2,
  "homo_lumo_gap_ev": 7.28,
  "relative_energy_kj_mol": 183.59
}

---

Record 7
{
  "formula": "H2P2",
  "method": "wB97M-V/def2-TZVPD",
  "symbols": ["P", "P", "H", "H"],
  "coordinates": [[1.00326, -0.51121, 0.29763], [-0.64004, -0.20980, 1.28708], [1.63199, -1.40269, 1.25107], [-2.22811, 1.82228, -0.22422]],
  "fmax_ev_per_a": 1.219,
  "energy_ha": -683.72702,
  "homo_energy_ev": [-10.00, -8.45],
  "homo_lumo_gap_ev": [8.76, 7.59],
  "relative_energy_kj_mol": 317.42
}

---

Record 8
{
  "formula": "H2P2S4",
  "method": "wB97M-V/def2-TZVPD",
  "symbols": ["P", "P", "S", "S", "S", "S", "H", "H"],
  "coordinates": [[0.60512, 0.56135, 3.68637], [-1.75129, 1.97890, 2.26362], [-0.40211, -1.15702, -0.23653], [-1.67636, 0.13687, 3.09923], [0.23114, 2.39842, 2.20699], [1.75985, -0.70656, 2.82155], [-0.20831, -0.06448, -0.96927], [0.75110, -1.00759, 0.40462]],
  "fmax_ev_per_a": 1.228,
  "energy_ha": -2276.68067,
  "homo_energy_ev": -8.65,
  "homo_lumo_gap_ev": 6.72,
  "relative_energy_kj_mol": 87.14
}

---

Record 9
{
  "formula": "H30O15",
  "method": "wB97M-V/def2-TZVPD",
  "symbols": ["O", "H", "H", "O", "H", "H", "O", "H", "H", "O", "H", "H", "O", "H", "H", "O", "H", "H", "O", "H", "H", "O", "H", "H", "O", "H", "H", "O", "H", "H", "O", "H", "H", "O", "H", "H", "O", "H", "H", "O", "H", "H", "O", "H", "H"],
  "coordinates": [[-0.93533, -1.51501, -2.15782], [-1.01537, -2.42085, -2.27049], [-0.00396, -1.39016, -1.90744], [4.00745, -1.21029, 1.77320], [4.83992, -1.53009, 1.36276], [4.10131, -0.31207, 2.05510], [0.71617, 0.28602, -3.46309], [0.00455, 0.92441, -3.78668], [0.61260, -0.58915, -3.81026], [-1.85493, -2.84197, 2.80324], [-2.28502, -2.27632, 3.58171], [-0.88145, -2.81581, 2.89989], [1.75933, -1.62769, -0.04929], [2.49403, -1.80015, -0.66616], [2.12976, -2.10881, 0.74107], [3.45921, 2.31312, -0.60113], [3.16333, 2.67392, 0.25881], [2.71925, 1.72331, -0.69828], [-3.71843, 0.09292, 2.30444], [-3.83706, 0.98875, 2.21308], [-3.11583, -0.26021, 2.79816], [0.09672, -3.04758, 1.25878], [-0.58100, -2.42068, 0.94471], [0.42745, -3.32654, 0.38667], [-2.78329, 0.95890, -1.92795], [-2.89037, 1.36969, -2.78794], [-2.47096, 0.03614, -2.07225], [-2.75202, -3.19277, 0.32828], [-3.65014, -3.56668, 0.18446], [-2.48774, -3.53039, 1.23328], [-1.01873, 3.50584, 3.19445], [-1.32724, 2.78025, 2.59364], [-0.05675, 3.36171, 3.22222], [-1.56379, 0.90131, 1.57345], [-1.80224, 0.19671, 0.95125], [-1.49937, 1.71064, 1.23084], [0.86147, 3.16189, -1.14979], [1.01460, 2.47138, -1.82549], [0.83012, 2.66978, -0.38734], [0.39208, 0.51793, -0.30461], [0.27499, 0.94339, 0.43033], [1.31180, 0.24180, -0.22230], [3.12833, 1.94948, -3.63738], [2.18519, 2.24768, -3.55224], [3.44173, 1.99153, -2.65927]],
  "multiplicity": 2,
  "s_squared": 0.75,
  "fmax_ev_per_a": 8.845,
  "energy_ha": -1146.44017,
  "homo_energy_ev": [-0.05, -7.73],
  "charge": -1,
  "homo_lumo_gap_ev": [2.64, 10.15],
  "relative_energy_kj_mol": 333.81
}

---

Record 10
{
  "formula": "H30O15",
  "method": "wB97M-V/def2-TZVPD",
  "symbols": ["O", "H", "H", "O", "H", "H", "O", "H", "H", "O", "H", "H", "O", "H", "H", "O", "H", "H", "O", "H", "H", "O", "H", "H", "O", "H", "H", "O", "H", "H", "O", "H", "H", "O", "H", "H", "O", "H", "H", "O", "H", "H", "O", "H", "H"],
  "coordinates": [[1.20338, -1.92282, -2.27128], [1.88289, -2.48788, -1.92711], [1.35917, -1.14319, -1.77262], [1.11853, -3.31726, 1.07576], [0.49841, -3.08985, 0.38703], [1.83171, -3.58059, 0.52904], [-3.82473, -2.08901, -0.18841], [-3.95744, -2.91275, 0.27374], [-2.89876, -2.15176, -0.34395], [-1.42693, -0.00023, -2.45884], [-1.81217, 0.34966, -3.23025], [-2.20565, -0.52373, -2.14251], [-2.38365, 1.81315, -0.67601], [-3.25056, 1.33761, -0.59168], [-1.83869, 1.34655, -1.33859], [2.88249, 2.08315, 0.05087], [3.29009, 2.75634, -0.52452], [2.16339, 2.54697, 0.43280], [-2.22442, 2.23280, 2.28458], [-2.91058, 2.33891, 2.93768], [-2.31659, 1.36572, 1.79710], [-1.12413, -2.67761, -0.45638], [-0.49850, -2.63068, -1.22317], [-1.52078, -3.54961, -0.63811], [0.35443, -0.24461, 0.12684], [-0.57652, -0.42784, 0.32810], [0.24382, 0.61760, -0.20368], [0.67388, 2.05167, 2.36151], [0.24725, 1.20457, 2.65591], [1.54744, 2.26631, 2.76897], [2.81245, -0.19216, 1.76279], [2.99576, 0.66350, 1.32550], [1.98795, -0.47496, 1.39744], [-2.26663, -0.31738, 1.30835], [-3.15460, -0.28427, 0.98398], [-2.23891, -1.12980, 1.84302], [1.67205, 1.22972, -2.49018], [2.35506, 1.84459, -2.87404], [2.02631, 1.33530, -1.62784], [-0.21744, 3.25743, 0.08065], [-0.00564, 2.87815, 0.94348], [-1.20792, 3.21805, 0.11595], [3.33268, -1.29960, -0.51426], [4.24769, -1.17600, -0.70292], [3.13438, -1.11414, 0.42528]],
  "fmax_ev_per_a": 2.527,
  "energy_ha": -1146.57279,
  "homo_energy_ev": -10.07,
  "homo_lumo_gap_ev": 9.93,
  "relative_energy_kj_mol": 176.65
}

---

Record 11
{
  "formula": "H30O15",
  "method": "wB97M-V/def2-TZVPD",
  "symbols": ["O", "H", "H", "O", "H", "H", "O", "H", "H", "O", "H", "H", "O", "H", "H", "O", "H", "H", "O", "H", "H", "O", "H", "H", "O", "H", "H", "O", "H", "H", "O", "H", "H", "O", "H", "H", "O", "H", "H", "O", "H", "H", "O", "H", "H"],
  "coordinates": [[-2.68500, -3.59300, 17.72700], [-2.75700, -4.20200, 17.01500], [-3.61100, -3.33200, 17.83400], [-3.38000, -1.23300, 20.35400], [-3.84600, -1.82700, 19.78700], [-3.83700, -0.38800, 20.25300], [-5.32400, -3.32600, 21.89500], [-5.51400, -3.33800, 22.81600], [-5.61700, -4.16100, 21.52000], [-5.30500, -3.37100, 18.95800], [-5.80300, -2.64500, 19.15900], [-5.95400, -4.06200, 18.88100], [-4.95600, 0.84600, 19.42200], [-5.35500, 1.68700, 19.72600], [-5.38800, 0.18200, 19.94300], [-6.79100, -5.56100, 20.88600], [-6.94400, -6.03400, 21.71200], [-6.24900, -6.12300, 20.38100], [-7.19800, -1.50300, 18.80600], [-6.81900, -0.77000, 18.29000], [-7.35700, -2.26300, 18.22000], [-5.55100, -6.22200, 18.35000], [-4.71000, -5.90200, 18.64400], [-5.44400, -6.71800, 17.53600], [-7.88700, -3.83200, 17.64200], [-8.33800, -3.53800, 16.87100], [-8.28000, -4.73000, 17.79400], [-9.23100, -5.55300, 19.56600], [-9.18700, -5.92000, 18.69400], [-8.38400, -5.37500, 19.86300], [-6.38400, -0.81900, 21.24500], [-5.86900, -1.65500, 21.40100], [-6.78600, -0.96200, 20.36100], [-8.08500, -2.94200, 21.56700], [-7.19800, -3.20500, 21.70900], [-8.10600, -2.02300, 21.82900], [-3.17700, -5.17800, 19.82300], [-4.05700, -4.93300, 20.22000], [-3.06000, -4.58900, 19.08700], [-6.32800, -5.11400, 15.75700], [-5.38900, -4.99900, 15.73100], [-6.61700, -4.51500, 16.45500], [-4.66800, -1.95100, 16.59000], [-4.22700, -1.12300, 16.77400], [-4.57200, -1.83400, 15.65500]],
  "fmax_ev_per_a": 4.100,
  "energy_ha": -1146.56243,
  "homo_energy_ev": -10.42,
  "homo_lumo_gap_ev": 10.21,
  "relative_energy_kj_mol": 203.84
}

---

Record 12
{
  "formula": "H31O17P",
  "method": "wB97M-V/def2-TZVPD",
  "symbols": ["O", "H", "H", "H", "O", "H", "H", "H", "O", "H", "H", "H", "O", "H", "H", "H", "O", "H", "H", "H", "P", "O", "O", "O", "O", "O", "H", "H", "O", "H", "H", "O", "H", "H", "O", "H", "H", "O", "H", "H", "O", "H", "H", "O", "H", "H", "O", "H", "H"],
  "coordinates": [[-1.48074, 0.71235, 3.23310], [-2.15583, 1.40181, 3.22091], [-1.40491, 0.43666, 2.28846], [-0.67875, 1.06364, 3.63541], [0.34892, 2.67503, -2.18799], [0.26327, 1.74429, -1.88029], [-0.49442, 3.13943, -2.19450], [0.96728, 3.18366, -1.64945], [2.63104, -2.20520, -1.25342], [1.98104, -1.69638, -0.71072], [2.17894, -2.62666, -1.99508], [3.23983, -1.55730, -1.62823], [-2.63040, 1.38328, -0.63866], [-2.58158, 2.34295, -0.69714], [-1.93356, 1.04285, -0.03156], [-2.45839, 1.05030, -1.53740], [0.30030, 3.39711, 1.66353], [0.75485, 2.82968, 0.99890], [-0.60506, 3.61681, 1.42131], [0.31554, 3.00195, 2.54113], [0.15273, 0.19889, -0.07810], [-0.35840, 0.36896, -1.51786], [-1.08397, 0.11789, 0.89302], [0.95113, 1.50997, 0.24410], [1.01486, -1.09051, 0.07062], [-0.22296, -3.59346, 0.42439], [0.43458, -2.89800, 0.43025], [-0.99101, -3.20326, 0.86133], [3.44973, 2.06175, 0.49781], [3.69750, 1.81087, 1.38895], [2.54273, 1.75126, 0.39769], [-1.64399, -2.21049, -1.70468], [-1.20068, -3.00969, -1.40655], [-1.06952, -1.49796, -1.42082], [-2.61273, 0.63970, -3.19144], [-2.64621, 0.58837, -4.14897], [-1.81865, 0.15676, -2.94700], [3.28713, -0.89478, 1.55070], [3.33665, -0.30582, 2.30524], [2.36651, -0.86278, 1.27472], [0.19927, -1.78068, 3.62635], [0.97789, -2.34027, 3.58616], [0.03244, -1.53838, 2.71386], [-2.17395, -2.20630, 1.37610], [-3.07781, -2.14398, 1.06108], [-1.78445, -1.34668, 1.16196], [0.94944, -1.05596, -3.39842], [0.40252, -0.50097, -2.83330], [0.33185, -1.66070, -3.81551]],
  "fmax_ev_per_a": 3.419,
  "energy_ha": -1638.40301,
  "homo_energy_ev": -15.26,
  "charge": 2,
  "homo_lumo_gap_ev": 6.60,
  "relative_energy_kj_mol": 154.64
}

---

Question: Number 7 is which compound?
Answer: H2P2

---

Repeat the sixth record exactly.
{
  "formula": "H2O5P2",
  "method": "wB97M-V/def2-TZVPD",
  "symbols": ["O", "O", "O", "O", "O", "P", "P", "H", "H"],
  "coordinates": [[1.02477, 1.09712, -0.10281], [2.29232, 2.20707, -2.09114], [0.69820, 0.36488, -2.74629], [0.34546, -2.15459, 2.49764], [-1.70845, -1.54199, 1.26447], [-0.27615, -1.88917, 1.10470], [1.98105, 0.85232, -1.56897], [0.67939, 0.32657, 0.29876], [0.08862, -0.21303, -2.35863]],
  "fmax_ev_per_a": 3.319,
  "energy_ha": -1060.24296,
  "homo_energy_ev": -0.31,
  "charge": -2,
  "homo_lumo_gap_ev": 7.28,
  "relative_energy_kj_mol": 183.59
}